# C12H19NSi

An isolated molecule of C12H19NSi at a distorted geometry (the ωB97M-V functional and the def2-TZVPD basis, the OMol25 dataset).

The geometry in ORCA input format:
```
! wB97M-V def2-TZVPD RIJCOSX def2/J DEFGRID3
* xyz 0 1
C 0.23483 1.71622 2.23999
C 1.07391 2.42807 3.03280
C 0.31376 1.58410 0.77828
C 2.00803 3.27834 2.42403
C 1.72073 1.97496 0.42706
C 2.31111 2.98060 1.13126
C 2.41995 0.96597 -0.39744
C -1.46664 -0.25451 -2.98114
C -1.96574 -1.23068 1.79707
C 2.24610 -0.97780 -1.72614
C -1.63910 0.02143 -1.40423
C -0.59058 -1.52482 1.30937
N 1.46171 -0.06288 -0.83587
Si -0.11515 -0.34297 -0.16614
H -0.70577 1.19153 2.50924
H 1.08829 2.26327 4.07034
H -0.61427 2.06103 0.46428
H 2.21195 4.18591 2.79654
H 2.67418 1.59191 -1.26136
H 3.32906 0.54655 -0.01741
H -0.79904 0.41755 -3.63392
H -1.14244 -1.22858 -3.06714
H -2.51213 -0.25979 -3.39559
H -1.91065 -0.63303 2.70254
H -2.76586 -0.62392 1.14915
H -2.36999 -2.19775 2.18864
H 1.49894 -1.77541 -2.04129
H 2.77662 -0.43668 -2.55103
H 3.17860 -1.41671 -1.16757
H -2.44559 -0.69184 -1.04543
H -2.14838 0.94611 -1.34804
H -0.48840 -2.54349 1.00615
H 0.23664 -1.26987 1.97777
*
```

## Properties
SMILES   CC[Si]1(CC)[C@H]2C=CC=C=C2CN1C
ΔE to the lowest compared entry with this formula, charge and spin   6.650 eV
Orbital gap (alpha / beta)   7.74 / 7.74 eV
E_LUMO (alpha / beta)   0.198 / 0.198 eV
Largest force on an atom   4.2 eV/Å
Total energy   -812.6950 hartree
HOMO (alpha / beta)   -7.54 / -7.55 eV

# C6H13NO

A cluster of 2 separate species, C6H13NO in total at a distorted geometry (the ωB97M-V functional and the def2-TZVPD basis, the OMol25 dataset).

The geometry in ORCA input format:
```
! wB97M-V def2-TZVPD RIJCOSX def2/J DEFGRID3
* xyz 1 2
C 0.22820 0.77454 -2.34612
C 1.59897 -1.01096 2.21758
C 2.10065 0.23550 1.60797
C -0.50306 0.75084 -1.18597
N -0.91856 -0.59445 -0.64664
C 0.17173 -1.25854 0.00770
C -2.13104 -0.47560 0.23084
O -0.98117 1.79529 -0.59608
H 0.38294 1.72458 -2.80045
H 0.64191 -0.10467 -2.78240
H 0.97284 -0.68913 2.99963
H 2.42386 -1.68945 2.57376
H 1.32402 1.04415 1.59339
H 3.03044 0.73840 2.13961
H 2.54735 0.31203 0.54491
H 0.06536 -2.29255 0.17979
H 0.97606 -1.06974 -0.64252
H 0.48924 -0.85880 1.13200
H -2.46236 -1.51038 0.38922
H -1.98280 -0.00414 1.14521
H -2.92238 0.10386 -0.36902
*
```

## Properties
ΔE to the lowest compared entry with this formula, charge and spin   5.388 eV
Orbital gap (alpha / beta)   6.54 / 7.01 eV
E_LUMO (alpha / beta)   -7.144 / -6.985 eV
Largest force on an atom   4.6 eV/Å
Total energy   -365.9119 hartree
HOMO (alpha / beta)   -13.69 / -13.99 eV

# CH2F2N2

A structure of composition CH2F2N2 at a distorted geometry (the ωB97M-V functional and the def2-TZVPD basis, the OMol25 dataset).

The geometry in ORCA input format:
```
! wB97M-V def2-TZVPD RIJCOSX def2/J DEFGRID3
* xyz 0 1
C -2.07464 0.24099 0.46395
N 0.68344 -0.60895 -0.66421
N -0.81965 0.12572 0.19020
F -2.95682 -0.60723 0.01502
F -0.09475 1.10068 0.70991
H 1.08155 -0.79936 0.23158
H 1.10967 0.22195 -0.94227
*
```

## Properties
ΔE to the lowest compared entry with this formula, charge and spin   6.026 eV
Orbital gap (alpha / beta)   8.65 / 8.65 eV
E_LUMO (alpha / beta)   -0.945 / -0.945 eV
Largest force on an atom   4.4 eV/Å
Total energy   -348.2950 hartree
HOMO (alpha / beta)   -9.60 / -9.60 eV

# C45H58BrCl2N10O4PS2

A cluster of 11 separate species, C45H58BrCl2N10O4PS2 in total at a distorted geometry (the ωB97M-V functional and the def2-TZVPD basis, the OMol25 dataset).

The geometry in ORCA input format:
```
! wB97M-V def2-TZVPD RIJCOSX def2/J DEFGRID3
* xyz 0 1
C 8.12586 1.95248 -0.98935
C 7.55037 0.77126 -1.78463
Cl 8.70456 -0.61002 -1.63827
C 6.20051 0.29213 -1.23143
Cl 5.61933 -1.24636 -1.92873
C 5.00675 1.28412 -1.33670
P 4.07276 1.05845 0.31081
S 2.22333 1.58746 0.40111
O 5.42154 2.65815 -1.37862
S 4.31542 3.63013 -2.01757
O 4.95404 4.36867 -3.06732
O 3.55803 4.32168 -1.01337
O 3.40863 2.43902 -2.60378
C 4.04754 1.17052 -2.54314
Br 4.91109 0.95910 -4.26872
H 7.76985 1.93196 0.04535
H 7.77533 2.89147 -1.41514
H 9.21011 1.92245 -0.99775
H 7.49474 0.98561 -2.84837
H 6.36233 0.04590 -0.17782
H 4.32136 -0.29393 0.59792
H 4.94326 1.79807 1.12745
H 3.28591 0.41793 -2.34898
N 2.41639 5.25883 1.60043
C 1.77221 6.42306 1.90752
C 1.93512 6.65701 3.24886
C 2.70841 5.58495 3.77194
C 2.98986 4.74107 2.72690
H 2.46152 4.83626 0.68790
H 1.25350 6.98600 1.15088
H 1.54299 7.49909 3.79366
H 3.02378 5.45096 4.79318
H 3.54661 3.82006 2.69273
N 0.34980 1.50580 -2.99573
C -0.65250 1.48354 -2.06350
C -1.71005 0.79627 -2.59689
C -1.33094 0.37441 -3.89922
C -0.05763 0.82398 -4.11318
H 1.24989 1.93919 -2.89378
H -0.53135 1.94595 -1.09946
H -2.64750 0.60216 -2.10214
H -1.92118 -0.20496 -4.58936
H 0.60000 0.70509 -4.95623
N 1.71720 0.62934 -7.56703
C 2.62037 0.54275 -8.59217
C 2.45281 -0.67265 -9.19769
C 1.40923 -1.34755 -8.50868
C 0.97451 -0.51978 -7.50847
H 1.62243 1.41861 -6.95607
H 3.30074 1.34996 -8.80240
H 3.01561 -1.03905 -10.03946
H 1.02248 -2.32960 -8.72280
H 0.20740 -0.65856 -6.76625
N -1.41518 -2.03215 -0.73963
C -2.03773 -2.95618 0.05252
C -1.88011 -4.18692 -0.52847
C -1.12555 -3.99467 -1.71821
C -0.85691 -2.65461 -1.82012
H -1.37320 -1.04387 -0.56720
H -2.53438 -2.66212 0.96009
H -2.26057 -5.11850 -0.14364
H -0.81786 -4.75219 -2.41930
H -0.32205 -2.09163 -2.56618
N -5.10592 -2.58615 2.45816
C -6.09603 -2.64326 3.40771
C -7.12261 -3.39251 2.89701
C -6.73742 -3.80197 1.59243
C -5.48996 -3.29163 1.34882
H -4.23165 -2.10718 2.56507
H -5.98374 -2.15760 4.36308
H -8.04592 -3.62078 3.40246
H -7.31053 -4.40772 0.91092
H -4.84718 -3.37608 0.48901
N 4.10855 -4.08734 -3.35782
C 3.69572 -5.32375 -2.93970
C 2.52803 -5.61509 -3.59204
C 2.22604 -4.51199 -4.43733
C 3.21977 -3.58565 -4.27131
H 4.93145 -3.61281 -3.04143
H 4.26496 -5.88747 -2.22078
H 1.95379 -6.51899 -3.47846
H 1.37793 -4.41143 -5.09342
H 3.36980 -2.62033 -4.72531
N 4.97989 -3.13301 2.15319
C 6.11459 -2.44050 1.82622
C 6.76038 -2.11597 2.99041
C 5.98475 -2.63676 4.06145
C 4.89504 -3.25802 3.51189
H 4.31241 -3.49568 1.49772
H 6.36975 -2.23979 0.79987
H 7.68641 -1.57065 3.06618
H 6.20343 -2.56526 5.11328
H 4.07180 -3.77729 3.97096
N -5.98084 0.83514 4.39135
C -6.81935 1.90419 4.57470
C -6.55630 2.43853 5.80678
C -5.51672 1.66289 6.39008
C -5.18575 0.68279 5.49299
H -5.94887 0.24751 3.57696
H -7.52427 2.20049 3.81598
H -7.05214 3.28962 6.24170
H -5.06394 1.80976 7.35594
H -4.45105 -0.10275 5.54096
N -0.58208 3.38107 3.00910
C -1.55079 3.31759 3.96848
C -2.62326 2.64347 3.44585
C -2.28559 2.29137 2.10998
C -1.01770 2.76130 1.87554
H 0.31184 3.82649 3.11959
H -1.39756 3.75504 4.93994
H -3.54662 2.43279 3.96133
H -2.90140 1.75891 1.40308
H -0.39381 2.70724 1.00074
N -9.19763 -0.13006 3.20592
C -10.16582 -0.19064 4.16988
C -11.22242 -0.89276 3.65250
C -10.87154 -1.27387 2.32657
C -9.61756 -0.78150 2.08298
H -8.31201 0.32310 3.31148
H -10.01801 0.26508 5.13393
H -12.14124 -1.11562 4.16839
H -11.46785 -1.84766 1.63735
H -8.98411 -0.85251 1.21539
*
```

## Properties
SMILES   C[C@@H](Cl)[C@H](Cl)[C@@]1([PH2]=S)OS(=O)(=O)O[C@H]1Br.c1cc[nH]c1.c1cc[nH]c1.c1cc[nH]c1.c1cc[nH]c1.c1cc[nH]c1.c1cc[nH]c1.c1cc[nH]c1.c1cc[nH]c1.c1cc[nH]c1.c1cc[nH]c1
ΔE to the lowest compared entry with this formula, charge and spin   0.000 eV
Orbital gap   7.71 eV
E_LUMO   -0.319 eV
Largest force on an atom   1.5 eV/Å
Total energy   -7230.0755 hartree
HOMO   -8.03 eV

# C4H9NO2

An isolated molecule of C4H9NO2 at a distorted geometry (the ωB97M-V functional and the def2-TZVPD basis, the OMol25 dataset).

The geometry in ORCA input format:
```
! wB97M-V def2-TZVPD RIJCOSX def2/J DEFGRID3
* xyz 0 1
C -1.88514 0.08025 1.37846
C -1.77721 -0.49506 0.04071
N -0.65545 -0.07584 -0.77467
C 0.61506 -0.39208 -0.19655
C 1.65227 0.53136 -0.86668
O 2.95298 -0.03255 -0.68256
O -2.75080 -1.10243 -0.43801
H -1.25370 -0.60885 2.05712
H -2.94023 0.16810 1.77498
H -1.38725 0.97745 1.32757
H -0.81736 -0.60034 -1.60332
H 0.84187 -1.44337 -0.21647
H 0.64125 -0.12106 0.87912
H 1.62293 0.74053 -1.96007
H 1.65773 1.64756 -0.32571
H 3.48305 0.72635 -0.39395
*
```

## Properties
SMILES   CC(=O)NCCO
ΔE to the lowest compared entry with this formula, charge and spin   2.149 eV
Orbital gap   10.44 eV
E_LUMO   0.695 eV
Largest force on an atom   3.7 eV/Å
Total energy   -363.0066 hartree
HOMO   -9.74 eV

# C18H27BrEuN

A structure of composition C18H27BrEuN at a distorted geometry (the ωB97M-V functional and the def2-TZVPD basis, the OMol25 dataset).

The geometry in ORCA input format:
```
! wB97M-V def2-TZVPD RIJCOSX def2/J DEFGRID3
* xyz 2 7
C -1.36808 -2.40520 0.12476
H -1.44437 -2.69980 1.26935
H -2.22537 -1.75243 -0.21023
H 0.42500 -0.10146 2.43918
C -0.42382 -3.17692 -0.76904
H -0.36772 -2.66579 -1.74247
H 0.63783 -3.09123 -0.33739
C -0.84002 -4.62408 -0.80900
H -0.16168 -5.19189 -1.40314
H -0.82905 -5.03454 0.18302
H -1.82180 -4.71283 -1.23925
C -0.08300 2.01926 -0.84973
C -0.18736 1.12633 -1.93989
C -1.43092 0.45326 -1.84056
C -2.09146 0.92557 -0.67286
C -1.24619 1.88801 -0.05679
C -1.53065 2.62848 1.20676
C -3.43009 0.49037 -0.16463
C -1.98345 -0.54461 -2.80716
C 0.81826 0.98565 -3.03213
C 1.05207 2.94704 -0.57662
Eu 0.00074 -0.83048 0.57562
H -3.54414 0.74722 0.89693
H -4.24747 0.98061 -0.71544
H -3.58527 -0.59248 -0.26581
H -2.34640 2.14858 1.76241
H -0.64883 2.65689 1.86201
H -1.82858 3.67035 1.00871
H 1.95656 2.61880 -1.10247
H 0.82756 3.97206 -0.90971
H 1.28484 2.99062 0.49536
H 0.71718 0.02596 -3.55230
H 0.70999 1.78328 -3.78432
H 1.84077 1.05268 -2.63680
H -2.41218 -1.42185 -2.30011
H -2.78682 -0.10108 -3.41819
H -1.20637 -0.90304 -3.49484
Br 3.26715 2.84575 4.44471
C 3.06128 1.34688 3.31394
C 4.11005 0.43011 3.12904
C 3.91365 -0.64601 2.24898
C 2.71927 -0.82048 1.62263
N 1.69115 0.08971 1.84482
C 1.84952 1.16902 2.69792
H 5.03377 0.57952 3.66436
H 4.72605 -1.37759 2.07870
H 2.47672 -1.65937 0.94139
H 0.95167 1.78115 2.82026
*
```

## Properties
Orbital gap (alpha / beta)   7.04 / 5.82 eV
E_LUMO (alpha / beta)   -7.353 / -8.466 eV
Largest force on an atom   3.1 eV/Å
Total energy   -4040.2818 hartree
HOMO (alpha / beta)   -14.39 / -14.29 eV